[1]
C44H45CsN6O3Si | the ωB97M-V functional and the def2-TZVPD basis

Summary:
E_tot, a.u.: -2567.5063
Highest occupied orbital energy, eV: -3.804
Lowest unoccupied orbital energy, hartree: -0.019
Relative energy (zero: lowest compared OMol25 entry of this formula, charge and spin), kcal per mole: 0.0
Gap between HOMO and LUMO, eV: 3.29

Cartesian coordinates (Å):
Cs  13.03  12.85  10.25
C  8.32  10.31  9.16
O  8.06  11.78  9.33
C  9.23  12.33  9.74
N  10.22  11.52  9.89
C  9.74  10.12  9.66
C  10.67  9.31  8.78
C  11.19  9.88  7.62
C  11.98  9.15  6.73
C  12.32  7.84  7.05
C  11.87  7.27  8.23
C  11.01  7.98  9.07
C  9.23  13.81  9.97
C  8.00  14.51  9.90
C  8.02  15.84  10.23
C  9.20  16.47  10.60
C  10.37  15.72  10.57
N  10.38  14.42  10.22
C  11.65  16.38  10.94
N  12.83  15.89  10.77
C  13.84  16.90  11.11
C  13.01  18.03  11.74
O  11.57  17.61  11.45
C  14.72  17.38  9.96
C  14.37  17.21  8.61
C  15.18  17.73  7.59
C  16.38  18.35  7.90
C  16.78  18.46  9.22
C  15.94  18.03  10.23
H  8.22  10.08  8.08
H  7.56  9.78  9.75
H  9.76  9.64  10.67
H  10.94  10.92  7.41
H  12.34  9.58  5.81
H  12.95  7.25  6.39
H  12.14  6.26  8.52
H  10.67  7.50  9.99
H  7.09  13.99  9.65
H  7.10  16.41  10.19
H  9.27  17.50  10.94
H  14.52  16.43  11.85
H  13.16  19.01  11.27
H  13.09  18.11  12.83
H  13.51  16.62  8.33
H  14.87  17.61  6.56
H  16.99  18.70  7.09
H  17.76  18.86  9.45
H  16.25  18.16  11.26
C  16.07  8.54  12.01
C  16.84  9.04  13.06
C  16.39  10.14  13.75
C  15.22  10.80  13.32
N  14.56  10.37  12.22
C  14.94  9.21  11.65
C  14.68  11.89  14.13
C  14.95  11.92  15.54
C  14.47  12.97  16.30
C  13.71  13.96  15.66
C  13.49  13.86  14.30
N  13.93  12.85  13.54
H  16.35  7.63  11.50
H  17.75  8.54  13.34
H  16.95  10.55  14.57
H  14.32  8.87  10.84
H  15.49  11.11  16.00
H  14.70  13.02  17.35
H  13.29  14.79  16.23
H  12.90  14.62  13.77
O  13.17  12.60  6.69
C  13.84  13.52  6.89
C  17.60  11.07  9.56
Si  16.82  10.28  8.00
C  16.84  11.69  6.69
C  18.06  9.00  7.34
C  15.18  9.45  8.23
H  18.61  11.44  9.32
H  17.71  10.31  10.36
H  17.01  11.91  9.96
H  17.87  11.78  6.30
H  16.58  12.66  7.13
H  16.17  11.49  5.85
H  19.06  9.43  7.15
H  17.67  8.55  6.42
H  18.19  8.21  8.09
H  15.11  8.37  8.35
H  14.20  9.91  8.26
C  20.58  15.98  8.75
C  19.22  15.47  9.14
C  18.25  15.18  8.16
C  17.00  14.76  8.58
N  16.70  14.49  9.84
C  17.61  14.73  10.77
C  18.88  15.23  10.49
H  20.70  16.04  7.66
H  21.39  15.35  9.16
H  20.75  16.98  9.19
H  18.46  15.30  7.12
H  16.19  14.59  7.87
H  17.33  14.45  11.77
H  19.56  15.48  11.29

[2]
C44H45EuF6GeN4O8S4 | the ωB97M-V functional and the def2-TZVPD basis

Summary:
E_tot, a.u.: -7503.4954
Multiplicity: 8
Charge: +1
Highest occupied orbital energy (spin up / spin down), eV: -9.128 / -9.542
Lowest unoccupied orbital energy (spin up / spin down), hartree: -0.205 / -0.106
Relative energy (zero: lowest compared OMol25 entry of this formula, charge and spin), kcal per mole: 0.0
Gap between HOMO and LUMO (spin up / spin down), eV: 3.56 / 6.65

Cartesian coordinates (Å):
Eu  0.93  2.22  2.38
C  -4.62  -3.30  0.93
C  -4.10  -2.06  1.53
C  -2.73  -2.00  1.79
C  -2.15  -0.83  2.29
C  -2.98  0.29  2.45
C  -4.36  0.24  2.23
C  -4.88  -0.87  1.64
S  -2.20  1.83  2.80
O  -1.09  1.46  3.67
O  -3.19  2.72  3.38
N  -1.39  2.38  1.46
C  -2.05  2.66  0.26
C  -3.48  2.96  0.25
C  -4.13  3.10  -0.94
C  -3.33  2.99  -2.14
C  -1.96  2.74  -2.04
N  -1.34  2.62  -0.87
H  -4.00  -4.10  1.15
H  -4.71  -3.18  -0.15
H  -5.61  -3.68  1.26
H  -2.14  -2.88  1.78
H  -1.13  -0.76  2.60
H  -5.03  1.09  2.49
H  -5.95  -0.89  1.40
H  -3.85  2.99  1.29
H  -5.23  3.16  -1.08
H  -3.82  2.95  -3.09
H  -1.44  2.53  -3.01
O  1.27  1.44  0.05
C  2.20  1.59  -0.79
C  2.66  2.98  -1.08
C  4.00  3.19  -1.76
C  5.20  2.38  -1.15
C  5.25  0.92  -1.73
C  3.98  0.40  -2.29
N  2.74  0.56  -1.50
H  2.78  3.60  -0.17
H  1.93  3.54  -1.64
H  4.25  4.25  -1.63
H  3.97  3.06  -2.88
H  5.14  2.38  -0.03
H  6.09  2.89  -1.41
H  5.64  0.23  -1.01
H  6.00  0.96  -2.53
H  4.02  -0.67  -2.50
H  3.83  0.88  -3.29
H  2.17  -0.28  -1.48
F  5.59  1.14  4.87
C  4.25  1.03  5.06
F  4.12  0.03  6.01
F  3.77  2.15  5.63
S  3.32  0.62  3.39
O  1.89  0.40  3.77
O  3.49  1.74  2.48
N  4.18  -0.58  2.82
S  3.88  -2.29  2.78
O  4.07  -2.87  4.08
O  4.71  -2.76  1.69
C  2.07  -2.49  2.16
F  1.84  -3.66  1.64
F  1.12  -2.19  3.05
F  1.99  -1.58  1.16
C  -2.50  -2.21  -4.83
Ge  -0.95  -2.54  -3.49
C  0.83  -2.58  -4.37
C  1.91  -3.36  -3.85
C  3.06  -3.52  -4.57
C  3.21  -3.01  -5.86
C  2.22  -2.13  -6.32
C  1.09  -1.87  -5.56
C  -1.31  -4.40  -2.84
C  -1.03  -4.59  -1.44
C  -1.70  -5.61  -0.77
C  -2.52  -6.51  -1.45
C  -2.76  -6.35  -2.82
C  -3.63  -7.31  -3.38
C  -3.88  -7.22  -4.72
C  -3.12  -6.35  -5.57
C  -2.21  -5.46  -5.02
C  -2.10  -5.30  -3.58
H  -2.29  -2.69  -5.78
H  -2.57  -1.10  -4.90
H  -3.38  -2.52  -4.32
H  1.82  -3.75  -2.87
H  3.84  -4.18  -4.24
H  4.08  -3.30  -6.47
H  2.33  -1.65  -7.29
H  0.41  -1.10  -5.94
H  -0.38  -3.94  -0.91
H  -1.57  -5.76  0.30
H  -3.00  -7.31  -0.87
H  -4.11  -8.09  -2.75
H  -4.66  -7.84  -5.21
H  -3.22  -6.47  -6.65
H  -1.46  -4.99  -5.63
C  0.45  3.86  6.33
S  1.51  4.78  5.09
O  1.39  3.96  3.80
C  0.46  6.20  4.81
C  0.71  7.35  5.54
C  -0.18  8.44  5.47
C  -1.31  8.34  4.65
C  -1.54  7.21  3.86
C  -0.64  6.15  3.92
H  -0.63  3.66  6.01
H  0.43  4.31  7.33
H  1.01  2.90  6.42
H  1.63  7.45  6.15
H  -0.07  9.37  6.02
H  -2.02  9.20  4.64
H  -2.36  7.14  3.14
H  -0.76  5.28  3.27